Molecular formula: C6H12O
Method: DFT, wB97M-V/def2-TZVPD

Its LUMO energy is 1.0 eV. As for the structure (SMILES): C/C=C/C[C@@H](C)O. The charge is 0. The calculation puts the HOMO energy at -8.957 eV. The total energy is -311.02814 Eh.

Last column: natural (NBO) charge in e.
Positions of all 19 atoms, in Å:
C (-0.705, -3.029, 0.843)  -0.640
C (-0.902, -1.634, 0.330)  -0.157
O (0.650, 0.922, 1.178)  -0.721
C (-0.161, -1.043, -0.602)  -0.192
C (-0.286, 0.415, -0.939)  -0.445
C (0.766, 1.247, -0.199)  0.106
C (0.559, 2.742, -0.405)  -0.630
H (-1.580, -3.664, 0.658)  0.213
H (-0.547, -3.006, 1.928)  0.216
H (0.169, -3.501, 0.384)  0.208
H (-1.687, -1.048, 0.810)  0.190
H (1.250, 1.496, 1.669)  0.466
H (0.651, -1.598, -1.077)  0.189
H (-1.279, 0.783, -0.647)  0.208
H (-0.174, 0.593, -2.017)  0.210
H (1.764, 0.958, -0.572)  0.151
H (-0.420, 3.030, -0.008)  0.212
H (0.606, 3.020, -1.462)  0.213
H (1.326, 3.317, 0.129)  0.203

---

Molecular formula: C49H48BrF4N4O2PS6Ta
Method: DFT, wB97M-V/def2-TZVPD

Its LUMO energy is -3.9 eV. The charge is +1. The calculation puts the HOMO energy at -10.274 eV. The total energy is -8026.39591 Eh.

Last column: Löwdin charge in e.
Positions of all 116 atoms, in Å:
Ta (0.033, -0.065, 0.500)  1.363
C (-4.055, 2.222, -1.668)  -0.054
C (-2.682, 2.637, -1.142)  -0.384
C (-2.096, 3.748, -2.032)  -0.028
C (-2.694, 3.109, 0.301)  -0.152
C (-3.734, 3.930, 0.725)  -0.022
C (-3.718, 4.537, 1.966)  -0.045
C (-2.621, 4.368, 2.790)  -0.029
C (-1.543, 3.568, 2.418)  -0.147
C (-0.328, 3.589, 3.361)  -0.390
C (0.513, 4.858, 3.140)  -0.053
C (-0.706, 3.559, 4.852)  -0.082
C (-1.614, 2.898, 1.171)  -0.191
N (-0.457, 2.094, 0.766)  -0.082
C (0.663, 2.798, 0.729)  -0.106
C (1.889, 2.216, 0.937)  -0.369
C (3.100, 2.859, 1.196)  -0.012
C (3.930, 1.893, 1.716)  -0.063
C (3.225, 0.663, 1.741)  -0.226
N (1.967, 0.862, 1.261)  -0.037
C (3.918, -0.600, 2.280)  -0.519
C (3.068, -1.860, 2.459)  -0.117
C (4.485, -0.252, 3.668)  -0.038
C (5.092, -0.943, 1.346)  -0.067
H (-4.002, 2.055, -2.745)  0.074
H (-4.803, 3.001, -1.501)  0.072
H (-4.418, 1.304, -1.197)  0.074
H (-2.009, 1.788, -1.207)  0.061
H (-2.778, 4.605, -2.072)  0.092
H (-1.946, 3.383, -3.053)  0.073
H (-1.134, 4.106, -1.649)  0.079
H (-4.567, 4.119, 0.059)  0.109
H (-4.544, 5.167, 2.278)  0.113
H (-2.590, 4.881, 3.746)  0.114
H (0.297, 2.720, 3.159)  0.092
H (-0.078, 5.742, 3.398)  0.090
H (0.840, 4.985, 2.107)  0.056
H (1.403, 4.847, 3.779)  0.091
H (-1.070, 4.534, 5.188)  0.077
H (0.179, 3.324, 5.453)  0.089
H (-1.474, 2.824, 5.083)  0.062
H (0.619, 3.876, 0.622)  0.138
H (3.297, 3.915, 1.058)  0.129
H (4.949, 2.030, 2.055)  0.117
H (2.473, -1.810, 3.367)  0.035
H (3.738, -2.721, 2.550)  0.099
H (2.401, -2.053, 1.617)  -0.016
H (3.695, 0.105, 4.332)  0.097
H (5.265, 0.511, 3.617)  0.082
H (4.926, -1.152, 4.110)  0.096
H (4.740, -1.315, 0.380)  0.032
H (5.699, -1.727, 1.809)  0.095
H (5.737, -0.077, 1.166)  0.076
O (-0.245, 1.923, -5.029)  0.068
C (-1.292, 1.151, -4.699)  -0.268
C (-2.338, 1.088, -5.617)  0.001
C (-3.442, 0.299, -5.365)  -0.054
C (-3.536, -0.440, -4.185)  -0.084
C (-2.516, -0.364, -3.264)  -0.047
C (-1.380, 0.421, -3.494)  -0.081
C (-0.303, 0.454, -2.501)  -0.338
O (-0.508, -0.201, -1.312)  -0.430
N (0.795, 1.054, -2.727)  0.032
N (1.782, 0.855, -1.769)  -0.148
C (2.879, 1.433, -2.135)  -0.905
S (2.956, 2.638, -3.397)  0.999
C (4.757, 2.745, -3.408)  -0.501
C (5.255, 2.484, -1.999)  -0.484
S (4.386, 1.034, -1.386)  0.978
H (0.433, 1.812, -4.331)  0.039
H (-2.248, 1.668, -6.528)  0.126
H (-4.242, 0.256, -6.098)  0.113
H (-4.409, -1.051, -3.984)  0.107
H (-2.588, -0.917, -2.334)  0.087
H (5.024, 3.742, -3.754)  0.087
H (5.146, 2.006, -4.105)  0.083
H (5.063, 3.324, -1.333)  0.080
H (6.318, 2.247, -1.987)  0.089
F (3.697, -6.767, -0.752)  0.162
C (2.710, -5.902, -0.595)  -0.128
C (1.434, -6.352, -0.322)  -0.125
F (1.211, -7.651, -0.226)  0.160
C (0.403, -5.450, -0.161)  -0.210
F (-0.803, -5.962, 0.055)  0.137
C (0.612, -4.080, -0.238)  -0.321
P (-0.730, -2.852, 0.070)  0.986
C (-1.694, -3.164, -1.443)  -0.353
C (-3.073, -3.353, -1.504)  -0.075
C (-3.691, -3.615, -2.723)  -0.068
C (-2.947, -3.666, -3.891)  -0.074
C (-1.577, -3.447, -3.845)  -0.057
C (-0.958, -3.195, -2.632)  -0.099
C (-1.492, -3.610, 1.545)  -0.404
C (-0.620, -4.181, 2.477)  -0.152
C (-1.097, -4.753, 3.644)  -0.058
C (-2.461, -4.755, 3.909)  -0.059
C (-3.332, -4.160, 3.012)  -0.062
C (-2.850, -3.583, 1.841)  -0.133
C (1.893, -3.670, -0.567)  -0.550
Br (2.209, -1.868, -0.974)  1.002
C (2.939, -4.551, -0.734)  -0.247
F (4.164, -4.139, -1.053)  0.102
H (-3.681, -3.337, -0.614)  0.083
H (-4.761, -3.784, -2.750)  0.116
H (-3.433, -3.867, -4.839)  0.117
H (-0.988, -3.472, -4.754)  0.118
H (0.114, -3.035, -2.619)  0.086
H (0.450, -4.176, 2.300)  0.104
H (-0.402, -5.192, 4.351)  0.114
H (-2.840, -5.214, 4.815)  0.112
H (-4.396, -4.132, 3.222)  0.114
H (-3.551, -3.082, 1.192)  0.066
S (0.063, -1.048, 2.798)  0.145
S (-1.270, 0.372, 3.434)  0.064
S (-3.021, -0.295, 2.650)  0.115
S (-2.453, -0.331, 0.671)  0.178

---

Molecular formula: C31H24N7O4SSr
Method: DFT, wB97M-V/def2-TZVPD

Its LUMO energy is -3.9 eV. The charge is +1. The calculation puts the HOMO energy at -8.942 eV. The total energy is -2308.85263 Eh.

Last column: natural (NBO) charge in e.
Positions of all 68 atoms, in Å:
Sr (0.931, -0.244, 0.453)  1.776
O (1.293, -2.616, 4.286)  -0.633
C (1.314, -2.108, 3.073)  0.793
O (1.129, -0.937, 2.810)  -0.648
C (1.571, -3.143, 1.989)  0.078
C (1.685, -4.500, 2.216)  -0.171
C (1.851, -5.323, 1.108)  -0.134
C (1.911, -4.769, -0.159)  -0.187
C (1.813, -3.392, -0.288)  0.092
N (1.649, -2.611, 0.774)  -0.459
C (1.867, -2.594, -1.594)  0.788
O (2.179, -3.213, -2.720)  -0.612
O (1.652, -1.408, -1.585)  -0.595
H (1.120, -1.900, 4.922)  0.523
H (1.629, -4.902, 3.217)  0.258
H (1.928, -6.394, 1.234)  0.248
H (2.020, -5.421, -1.017)  0.229
H (2.345, -4.155, -2.590)  0.495
C (-2.881, -4.360, -0.834)  -0.269
C (-2.240, -3.920, 0.313)  -0.196
C (-1.749, -2.621, 0.388)  -0.321
C (-1.875, -1.717, -0.679)  0.253
C (-2.522, -2.183, -1.835)  -0.297
C (-3.015, -3.475, -1.903)  -0.170
N (-1.242, -0.480, -0.591)  -0.791
C (-1.679, 0.628, -1.228)  0.240
C (-3.038, 0.862, -1.599)  -0.295
C (-3.414, 2.015, -2.225)  -0.139
C (-2.485, 3.035, -2.556)  -0.265
C (-1.180, 2.868, -2.215)  -0.174
C (-0.762, 1.699, -1.537)  0.042
N (0.547, 1.510, -1.146)  -0.249
N (1.434, 2.326, -1.523)  -0.244
C (2.735, 2.039, -1.008)  0.318
C (3.773, 2.779, -1.566)  -0.228
C (5.060, 2.570, -1.121)  -0.136
C (5.293, 1.634, -0.120)  -0.264
C (4.209, 0.953, 0.386)  0.061
N (2.949, 1.137, -0.034)  -0.582
H (-3.279, -5.365, -0.895)  0.219
H (-2.138, -4.582, 1.166)  0.207
H (-1.274, -2.285, 1.308)  0.163
H (-2.607, -1.528, -2.693)  0.226
H (-3.508, -3.804, -2.810)  0.218
H (-3.779, 0.115, -1.349)  0.223
H (-4.461, 2.161, -2.467)  0.218
H (-2.818, 3.935, -3.053)  0.223
H (-0.438, 3.628, -2.418)  0.237
H (3.537, 3.497, -2.339)  0.245
H (5.881, 3.134, -1.547)  0.232
H (6.285, 1.446, 0.264)  0.234
H (4.345, 0.226, 1.181)  0.190
N (-2.195, 0.043, 2.721)  -0.795
C (-1.990, 1.278, 2.173)  0.283
N (-0.838, 1.711, 1.768)  -0.602
C (-0.955, 3.048, 1.363)  0.195
C (0.104, 3.861, 0.974)  -0.247
C (-0.161, 5.154, 0.560)  -0.201
C (-1.467, 5.649, 0.541)  -0.216
C (-2.526, 4.860, 0.958)  -0.193
C (-2.248, 3.565, 1.376)  -0.250
S (-3.338, 2.366, 2.014)  0.377
H (-1.422, -0.595, 2.658)  0.384
H (-3.104, -0.376, 2.619)  0.406
H (1.118, 3.484, 1.001)  0.215
H (0.658, 5.791, 0.252)  0.221
H (-1.652, 6.663, 0.212)  0.224
H (-3.536, 5.249, 0.967)  0.227

---

Molecular formula: C14H22Cl12F3N2O
Method: DFT, wB97M-V/def2-TZVPD

Its LUMO energy is -4.4 eV. The charge is +1. The calculation puts the HOMO energy at -12.161 eV. The total energy is -6553.00077 Eh.

Last column: natural (NBO) charge in e.
Positions of all 54 atoms, in Å:
F (-5.143, 1.901, -1.663)  -0.299
C (-4.447, 2.359, -0.628)  0.959
F (-5.019, 3.485, -0.188)  -0.318
F (-3.190, 2.687, -1.036)  -0.345
C (-4.323, 1.281, 0.492)  -0.145
O (-4.622, 0.038, -0.092)  -0.521
C (-3.924, -1.051, 0.480)  -0.077
C (-3.363, -1.929, -0.658)  -0.255
N (-2.371, -1.083, -1.392)  -0.059
C (-1.241, -0.809, -0.768)  0.065
C (-0.316, 0.015, -1.406)  -0.162
C (-0.641, 0.498, -2.655)  -0.142
C (-1.870, 0.085, -3.196)  0.045
N (-2.727, -0.692, -2.584)  -0.129
H (-3.295, 1.367, 0.865)  0.190
H (-5.044, 1.574, 1.270)  0.212
H (-4.616, -1.689, 1.039)  0.226
H (-3.146, -0.730, 1.186)  0.179
H (-2.896, -2.842, -0.282)  0.250
H (-4.211, -2.142, -1.312)  0.264
H (-1.054, -1.224, 0.217)  0.255
H (0.637, 0.303, -0.913)  0.253
H (0.017, 1.166, -3.201)  0.265
H (-2.121, 0.440, -4.194)  0.241
C (4.110, 1.258, -1.399)  -0.385
Cl (2.382, 0.816, -1.383)  -0.070
Cl (5.112, -0.100, -1.886)  0.016
H (4.252, 2.072, -2.101)  0.233
H (4.398, 1.571, -0.402)  0.234
C (-3.805, -4.546, 2.968)  -0.390
Cl (-3.527, -2.800, 3.113)  -0.054
Cl (-3.952, -5.035, 1.272)  -0.039
H (-2.972, -5.074, 3.413)  0.244
H (-4.724, -4.798, 3.485)  0.233
C (8.934, 1.767, -1.888)  -0.390
Cl (7.311, 2.426, -2.144)  -0.047
Cl (9.415, 0.701, -3.211)  -0.020
H (9.639, 2.588, -1.827)  0.235
H (8.939, 1.200, -0.964)  0.225
C (-2.899, -6.663, 6.194)  -0.391
Cl (-2.626, -4.922, 6.344)  -0.024
Cl (-3.044, -7.150, 4.498)  -0.028
H (-2.063, -7.190, 6.637)  0.232
H (-3.818, -6.919, 6.709)  0.231
C (13.139, 1.691, -3.817)  -0.397
Cl (12.824, 3.013, -2.684)  -0.035
Cl (14.200, 0.468, -3.111)  -0.017
H (12.195, 1.226, -4.079)  0.224
H (13.614, 2.098, -4.702)  0.224
C (-5.529, 5.800, 2.218)  -0.399
Cl (-6.114, 7.463, 2.147)  -0.010
Cl (-6.190, 4.934, 3.612)  -0.028
H (-5.830, 5.285, 1.313)  0.221
H (-4.447, 5.812, 2.296)  0.217

---

Result set for F_max: 0.351; 1.828; 1.451; 1.997 eV/A, one per record in the order listed.